{
  "formula": "C5H16N",
  "method": "ωB97M-V/def2-TZVPD",
  "elements": ["C", "C", "N", "H", "H", "H", "H", "H", "H", "H", "H", "C", "C", "C", "H", "H", "H", "H", "H", "H", "H", "H"],
  "xyz": [[-0.423, -0.626, -1.892], [-1.678, -0.025, -1.333], [0.270, 0.394, -2.838], [0.264, -0.966, -1.123], [-0.702, -1.498, -2.479], [-2.337, -0.856, -1.048], [-2.388, 0.399, -2.057], [0.992, 0.757, -2.213], [0.666, -0.046, -3.656], [-0.311, 1.193, -3.079], [-1.658, 0.688, -0.513], [0.399, 0.176, 1.588], [1.910, -0.042, 1.888], [-0.476, 0.042, 2.862], [0.293, 1.197, 1.221], [-0.024, -0.559, 0.918], [2.265, -0.930, 1.353], [-1.491, -0.148, 2.489], [-0.236, -0.755, 3.559], [-0.522, 0.990, 3.397], [2.475, 0.823, 1.556], [2.156, -0.283, 2.920]],
  "mulliken_charge": [-0.2398, -1.2297, -0.3053, 0.2773, 0.3077, 0.3647, 0.4568, 0.3672, 0.3342, 0.3558, 0.3262, 0.2870, -1.0927, -1.3556, 0.2542, -0.0765, 0.2958, 0.3215, 0.3817, 0.3461, 0.2701, 0.3533],
  "homo_lumo_gap_ev": 10.37,
  "charge": 1,
  "homo_ev": -14.173,
  "total_energy_ha": -254.573696,
  "relative_energy_kcal_mol": 17.9
}